Entry 1:
{"formula": "C6H11NO", "method": "the ωB97M-V functional and the def2-TZVPD basis", "species": ["C", "C", "C", "O", "C", "C", "N", "C", "H", "H", "H", "H", "H", "H", "H", "H", "H", "H", "H"], "coordinates": [[-1.344511, 0.504675, 1.062431], [-1.595770, 0.398267, -0.220454], [-0.861750, -0.547886, -1.451707], [0.272425, -0.035805, -2.065795], [1.480139, -0.203670, -1.177141], [0.839604, -0.303872, 0.269204], [1.306870, -0.018413, 1.588066], [-0.151746, 0.225902, 2.050706], [-2.128369, 0.972181, 1.472287], [-2.568334, 0.701054, -0.599909], [-1.644868, -0.525887, -2.241214], [-1.117257, -1.652723, -1.068899], [2.016574, 0.904394, -1.129408], [2.189531, -1.116486, -1.628519], [0.050609, -1.166884, 0.429145], [0.191046, 0.667007, 0.339254], [2.047385, 0.955487, 1.373662], [-0.305463, -0.807667, 2.530545], [-0.254133, 1.044365, 2.734725]], "atomic_forces_ev_per_a": [[2.457, -0.812, -0.023], [0.324, -2.731, -3.722], [-4.760, 0.590, 0.954], [1.979, -1.414, 1.980], [1.008, 0.696, 0.496], [-1.894, 0.606, -2.441], [2.687, 3.025, 0.204], [-0.032, -1.540, 1.821], [-2.664, 1.749, 2.537], [-0.075, 0.180, 0.290], [0.533, 0.444, 0.219], [1.946, 1.835, -0.746], [-0.894, -3.058, -0.644], [-1.837, 2.578, 1.289], [2.299, 1.250, -0.830], [2.140, -2.236, -3.524], [-3.240, -3.010, 1.368], [-0.384, 1.777, -0.234], [0.405, 0.070, 1.006]], "mulliken_charge": [-0.496, -0.207, -0.658, -0.358, -0.210, -0.897, -0.521, -0.554, 0.432, 0.321, 0.392, 0.294, 0.196, 0.230, 0.446, 0.496, 0.317, 0.316, 0.459], "orbital_gap_ev": 9.16, "total_charge": 0, "smiles": "C1=C\\COCCNC/1"}

***

Entry 2:
{"formula": "C6H11NO", "method": "the ωB97M-V functional and the def2-TZVPD basis", "species": ["C", "C", "N", "C", "C", "C", "O", "C", "H", "H", "H", "H", "H", "H", "H", "H", "H", "H", "H"], "coordinates": [[-2.887788, 0.151384, -0.083692], [-1.682913, -0.360162, -0.001286], [-0.776069, -1.134744, 0.375786], [0.506278, -0.640048, 0.012335], [1.213771, -1.568108, -0.956593], [1.337794, -0.297780, 1.238320], [0.056986, 0.601734, -0.786655], [0.081568, 1.911376, -0.247145], [-3.365223, 0.317842, -1.033693], [-3.471142, 0.364152, 0.795786], [1.327365, -2.545248, -0.489063], [0.612811, -1.687275, -1.854605], [2.190288, -1.165439, -1.217614], [0.766947, 0.310031, 1.937285], [1.592767, -1.228133, 1.743382], [2.258628, 0.207759, 0.951237], [-0.311844, 2.575202, -1.016320], [1.100495, 2.229150, -0.011353], [-0.550718, 1.958308, 0.643887]], "atomic_forces_ev_per_a": [[0.102, 0.110, -0.404], [-0.750, -2.095, 1.735], [-1.366, 0.012, -0.980], [-0.178, 2.408, -0.316], [-0.266, 0.228, 0.138], [-0.087, -0.035, -0.281], [1.869, -0.566, -0.395], [0.337, -0.613, 0.289], [-0.013, -0.194, -0.206], [0.288, 0.394, 0.272], [0.051, -0.001, 0.034], [-0.017, 0.040, -0.051], [0.023, 0.003, -0.020], [0.038, 0.094, -0.026], [0.032, -0.036, 0.007], [0.008, 0.033, 0.044], [-0.085, -0.096, 0.031], [-0.019, 0.044, 0.101], [0.032, 0.268, 0.030]], "mulliken_charge": [-1.051, 0.611, -0.620, 1.791, -1.562, -1.598, -0.448, -0.691, 0.256, 0.280, 0.362, 0.364, 0.346, 0.351, 0.414, 0.352, 0.260, 0.250, 0.334], "orbital_gap_ev": 9.55, "total_charge": 0, "smiles": "C=C=NC(C)(C)OC"}

***

Entry 3:
{"formula": "C6H11NO", "method": "the ωB97M-V functional and the def2-TZVPD basis", "species": ["C", "C", "C", "N", "C", "C", "C", "H", "H", "H", "H", "H", "H", "H", "H", "H", "H", "H", "O"], "coordinates": [[0.372870, -1.956763, -1.430746], [0.371927, -0.879728, -0.422511], [0.958501, -1.014865, 0.847776], [0.312717, -0.199089, 1.778426], [-0.645636, 0.610169, 1.054320], [-0.660407, 0.105555, -0.229455], [-1.426949, 1.673075, 1.773988], [1.399883, -1.940332, -1.901996], [0.313645, -3.021090, -0.917872], [-0.381425, -1.804468, -2.188495], [1.890681, -1.422300, 1.030575], [0.762640, 0.213014, 2.697346], [-1.455136, 0.370059, -0.878749], [-0.896533, 2.654070, 1.730854], [-2.460945, 1.697905, 1.439969], [-1.535078, 1.253011, 2.772055], [0.910251, 1.145646, -3.124747], [1.031376, 0.867233, -1.727582], [1.137612, 1.648897, -2.303147]], "atomic_forces_ev_per_a": [[2.159, -1.502, 0.141], [-3.988, 0.534, 1.115], [-1.218, 2.881, 1.668], [1.301, 1.594, 0.153], [1.279, -1.000, 1.461], [1.089, -1.088, -0.689], [0.519, -1.158, -0.074], [-1.001, -0.278, 0.084], [-0.143, 2.191, -1.033], [-0.141, -0.189, -0.088], [1.495, -1.221, 0.804], [-1.050, -1.496, -2.486], [-0.249, 0.156, -0.899], [-0.581, -0.692, 0.141], [0.125, 0.444, -0.605], [0.294, 0.641, 0.495], [0.379, 1.301, 0.216], [0.355, 0.953, 0.330], [-0.623, -2.072, -0.733]], "mulliken_charge": [-1.142, 0.742, -0.561, -0.151, 0.285, -0.473, -1.080, 0.368, 0.330, 0.347, 0.495, 0.354, 0.433, 0.298, 0.355, 0.386, 0.339, 0.316, -0.640], "orbital_gap_ev": [10.41, 7.09], "total_charge": 1, "multiplicity": 2}

***

Entry 4:
{"formula": "C6H11NO2", "method": "the ωB97M-V functional and the def2-TZVPD basis", "species": ["C", "C", "C", "C", "C", "C", "O", "N", "O", "H", "H", "H", "H", "H", "H", "H", "H", "H", "H", "H"], "coordinates": [[-0.031758, 0.326745, -0.099957], [-0.332181, -1.004860, -0.126482], [0.533205, 1.026113, -1.288935], [-0.160905, 1.122939, 1.148842], [2.195166, -0.951288, 0.668367], [-2.301036, -0.161532, -0.761871], [2.892429, -2.150071, 0.565910], [-3.230820, 0.130579, 0.002138], [2.786693, 0.000106, 1.103972], [2.276030, -2.801726, 0.212315], [-2.973418, 0.270507, 0.983824], [-0.148879, -1.598049, -1.010091], [-0.667487, -1.516871, 0.762708], [-2.445091, -0.327420, -1.835672], [-0.036237, 1.931735, -1.511293], [1.553684, 1.329943, -1.039265], [-0.630793, 2.089433, 0.957022], [0.858749, 1.303552, 1.508958], [-0.702832, 0.591253, 1.930882], [0.565483, 0.388914, -2.171371]], "atomic_forces_ev_per_a": [[0.369, -0.425, 0.150], [0.169, 0.466, 0.042], [-0.037, -0.025, 0.046], [0.035, -0.009, -0.020], [0.950, 0.170, 0.349], [-0.385, -0.146, -0.122], [-0.449, 0.315, -0.057], [-0.072, 0.113, 0.038], [-0.486, -0.464, -0.287], [0.049, 0.005, 0.016], [0.059, -0.066, -0.077], [-0.034, 0.020, -0.063], [-0.057, 0.023, 0.032], [-0.041, 0.022, -0.024], [0.008, -0.020, 0.005], [-0.022, 0.026, -0.016], [0.001, -0.023, 0.002], [-0.044, 0.031, -0.004], [0.003, -0.007, -0.036], [-0.016, -0.006, 0.027]], "mulliken_charge": [1.500, -1.094, -1.523, -1.363, 0.208, -0.084, -0.419, -0.589, -0.455, 0.334, 0.276, 0.393, 0.296, 0.325, 0.407, 0.377, 0.377, 0.345, 0.356, 0.332], "orbital_gap_ev": [5.90, 7.82], "total_charge": 0}

***

Entry 5:
{"formula": "C6H11NO2", "method": "the ωB97M-V functional and the def2-TZVPD basis", "species": ["N", "C", "O", "C", "C", "C", "C", "O", "C", "H", "H", "H", "H", "H", "H", "H", "H", "H", "H", "H"], "coordinates": [[-0.565579, 0.979978, 2.980698], [-0.793268, -0.228730, 2.455992], [-1.780917, -0.700480, 3.114723], [-0.798523, -0.424106, 0.957487], [0.493952, -0.064349, 0.233904], [0.481524, -0.540067, -1.208464], [-0.401457, 0.226875, -2.210104], [0.726108, 0.512556, -3.054836], [1.636145, -0.086931, -2.116721], [0.323864, 1.395082, 2.731343], [-1.463040, 0.780405, 3.814198], [-1.060899, -1.480532, 0.793330], [-1.634757, 0.166610, 0.551653], [0.643144, 1.027855, 0.245116], [1.357381, -0.516192, 0.747772], [0.315991, -1.625152, -1.249617], [-1.172647, -0.354303, -2.735432], [-0.851510, 1.150432, -1.809334], [2.305095, 0.662895, -1.663851], [2.239393, -0.881845, -2.577858]], "atomic_forces_ev_per_a": [[-0.083, -0.575, 1.149], [-5.849, 1.732, 0.675], [1.291, -1.873, -0.951], [1.096, -1.399, -0.286], [0.227, 0.030, -0.093], [0.005, -0.164, -0.017], [-0.282, 0.031, 0.039], [0.001, 0.030, -0.073], [0.254, -0.049, 0.063], [-0.194, 0.892, 0.830], [3.310, 1.041, -1.756], [0.161, 0.271, -0.103], [0.221, -0.081, 0.509], [0.002, -0.220, 0.034], [-0.191, 0.096, -0.092], [0.035, 0.249, 0.039], [0.183, 0.154, 0.117], [0.090, -0.199, -0.082], [-0.140, -0.168, -0.099], [-0.136, 0.203, 0.099]], "mulliken_charge": [-0.497, 0.326, -0.693, -0.293, -0.970, 0.163, -0.537, -0.412, -0.559, 0.222, 0.412, 0.314, 0.252, 0.355, 0.346, 0.471, 0.265, 0.292, 0.273, 0.270], "orbital_gap_ev": 10.21, "total_charge": 0, "smiles": "NC(=O)CCC1COC1"}

***

Number 1: strongest force on any atom 0.09510 hartree/bohr. Number 2: strongest force on any atom 0.05486 hartree/bohr. Number 3: strongest force on any atom 0.08119 hartree/bohr. Number 4: strongest force on any atom 0.01996 hartree/bohr. Number 5: strongest force on any atom 0.11936 hartree/bohr.